[1]
ORCA calculation (ωB97M-V with the def2-TZVPD basis set) on a molecular structure, C25H36HfN6S2Si2 at a distorted geometry.

Each line ends with the Mulliken charge.
Geometry (Å):
Hf1 0.228 -0.309 0.340  -1.174
C1 3.304 0.021 1.455  -0.742
Si1 3.017 -1.295 0.092  0.194
C2 4.531 -2.402 -0.144  -1.195
C3 2.478 -0.282 -1.493  -0.989
N1 1.460 -1.872 0.609  0.602
C4 0.787 -3.054 0.264  0.272
C5 1.393 -4.304 0.269  -0.809
C6 0.646 -5.447 0.041  -0.731
C7 -0.718 -5.354 -0.176  -1.008
C8 -1.331 -4.114 -0.238  -0.543
C9 -0.592 -2.952 -0.054  1.111
N2 -1.131 -1.664 -0.168  0.651
Si2 -2.806 -1.194 -0.108  0.123
C10 -3.900 -1.726 -1.561  -1.162
C11 -2.384 0.709 -0.178  -1.649
C12 -3.724 -1.469 1.543  -1.099
H1 4.246 0.531 1.298  0.486
H2 3.348 -0.428 2.443  0.284
H3 2.518 0.780 1.463  0.139
H4 5.407 -1.791 -0.344  0.412
H5 4.417 -3.105 -0.964  0.377
H6 4.728 -2.968 0.763  0.353
H7 2.845 0.745 -1.467  0.385
H8 1.361 -0.256 -1.596  0.448
H9 2.865 -0.723 -2.409  0.490
H10 2.450 -4.368 0.468  0.454
H11 1.127 -6.411 0.042  0.445
H12 -1.310 -6.245 -0.303  0.431
H13 -2.386 -4.036 -0.447  0.336
H14 -3.458 -1.500 -2.526  0.366
H15 -4.859 -1.222 -1.500  0.392
H16 -4.105 -2.792 -1.541  0.388
H17 -1.692 0.930 -1.005  0.365
H18 -1.977 1.050 0.785  0.566
H19 -3.285 1.284 -0.366  0.593
H20 -3.919 -2.521 1.722  0.372
H21 -4.691 -0.976 1.508  0.456
H22 -3.191 -1.078 2.406  0.353
S1 0.607 -0.796 6.875  -0.141
C13 0.309 -0.442 5.216  1.224
C14 0.703 0.723 4.535  -0.663
C15 0.418 0.854 3.202  -0.838
N3 -0.179 -0.101 2.459  0.486
C16 -0.558 -1.232 3.110  -0.212
C17 -0.383 -1.408 4.456  -1.322
C18 1.923 0.385 7.232  0.279
C19 1.652 1.732 7.407  -0.280
C20 2.747 2.582 7.542  -0.317
N4 3.994 2.157 7.539  -0.533
C21 4.231 0.867 7.422  -0.407
C22 3.225 -0.081 7.266  -0.179
H23 1.223 1.521 5.037  0.404
H24 0.661 1.779 2.686  0.455
H25 -1.022 -2.012 2.512  0.662
H26 -0.733 -2.305 4.941  0.481
H27 0.640 2.112 7.422  0.508
H28 2.610 3.648 7.653  0.391
H29 5.269 0.572 7.442  0.394
H30 3.451 -1.130 7.159  0.433
S2 0.903 2.313 -0.067  -0.205
C23 0.322 3.900 -0.117  0.109
N5 -0.878 4.311 -0.519  -0.045
C24 -0.983 5.765 -0.514  -0.510
C25 0.366 6.202 0.086  -0.439
N6 1.068 4.940 0.240  -0.097
H31 -1.586 3.722 -0.920  0.184
H32 -1.830 6.079 0.098  0.320
H33 -1.122 6.139 -1.531  0.321
H34 0.254 6.687 1.059  0.291
H35 0.922 6.868 -0.576  0.306
H36 2.014 4.875 0.574  0.201

The calculation puts the relative energy (zero: lowest compared OMol25 entry of this formula, charge and spin) at 1.420 eV. As for the net charge: +2. The calculation puts the highest occupied orbital energy at -12.9 eV. As for the LUMO energy: -0.2191 Ha.

[2]
ORCA calculation (ωB97M-V with the def2-TZVPD basis set) on a molecular structure, C25H37AuI2NO3PS2Te at a distorted geometry.

Each line ends with the Mulliken charge.
Geometry (Å):
Au1 -0.222 0.531 -0.219  0.018
C1 -4.191 2.063 -4.123  -1.012
C2 -3.798 2.574 -2.758  -0.383
O1 -4.203 1.620 -1.753  -0.350
P1 -3.084 0.808 -0.949  0.676
S1 -2.053 2.017 0.289  -0.526
S2 -1.896 -0.221 -2.174  -0.478
O2 -3.983 -0.148 -0.047  -0.465
C3 -4.539 -1.380 -0.544  0.241
C4 -5.637 -1.166 -1.561  -1.010
H1 -3.977 2.821 -4.879  0.402
H2 -5.258 1.838 -4.154  0.279
H3 -3.632 1.160 -4.367  0.198
H4 -4.307 3.504 -2.508  0.340
H5 -2.723 2.745 -2.687  0.345
H6 -4.919 -1.877 0.348  0.340
H7 -3.723 -1.974 -0.960  -0.164
H8 -6.402 -0.494 -1.171  0.283
H9 -6.100 -2.127 -1.791  0.437
H10 -5.247 -0.743 -2.486  0.164
I1 2.273 1.887 1.456  0.068
C5 2.204 0.123 2.629  -0.573
I2 0.298 -0.785 2.841  0.125
H11 2.534 0.398 3.620  0.524
H12 2.872 -0.600 2.177  -0.006
C6 1.744 0.736 -2.739  -1.447
C7 2.045 -0.489 -1.896  1.177
O3 2.988 -1.227 -2.252  -0.672
N1 1.303 -0.735 -0.838  0.062
Te1 2.098 -2.691 -0.200  0.817
C8 3.831 -3.926 -0.413  0.312
C9 5.116 -3.413 -0.623  0.692
C10 5.425 -1.964 -0.884  -1.802
C11 6.194 -4.300 -0.605  -0.778
C12 6.030 -5.653 -0.366  0.660
C13 7.204 -6.591 -0.310  -1.575
C14 4.739 -6.125 -0.144  -0.958
C15 3.633 -5.288 -0.159  0.839
C16 2.274 -5.898 0.082  -1.567
C17 0.867 -3.609 -1.651  0.761
C18 1.343 -4.097 -2.872  1.094
C19 2.756 -3.985 -3.386  -1.587
C20 0.431 -4.758 -3.700  -0.969
C21 -0.899 -4.938 -3.361  0.517
C22 -1.850 -5.661 -4.272  -1.554
C23 -1.338 -4.428 -2.142  -0.986
C24 -0.479 -3.774 -1.277  0.920
C25 -1.020 -3.264 0.034  -1.535
H13 2.594 0.927 -3.387  0.351
H14 1.540 1.608 -2.120  0.359
H15 0.856 0.548 -3.345  0.272
H16 4.598 -1.297 -0.667  0.042
H17 5.668 -1.808 -1.936  0.320
H18 6.291 -1.656 -0.296  0.553
H19 7.190 -3.908 -0.781  0.362
H20 8.126 -6.089 -0.602  0.366
H21 7.058 -7.445 -0.973  0.358
H22 7.341 -6.983 0.699  0.328
H23 4.585 -7.180 0.052  0.386
H24 2.379 -6.944 0.358  0.452
H25 1.644 -5.842 -0.811  0.279
H26 1.735 -5.393 0.889  0.227
H27 3.292 -3.144 -2.964  -0.032
H28 2.730 -3.851 -4.467  0.564
H29 3.317 -4.900 -3.176  0.275
H30 0.790 -5.138 -4.651  0.386
H31 -1.372 -5.931 -5.213  0.367
H32 -2.720 -5.042 -4.499  0.355
H33 -2.216 -6.578 -3.806  0.330
H34 -2.379 -4.544 -1.858  0.402
H35 -2.080 -3.495 0.121  0.393
H36 -0.904 -2.178 0.112  0.010
H37 -0.505 -3.715 0.887  0.400

The calculation puts the relative energy (zero: lowest compared OMol25 entry of this formula, charge and spin) at 0.879 eV. As for the net charge: 0. The calculation puts the highest occupied orbital energy (alpha / beta) at -6.5 / -6.5 eV. As for the LUMO energy (alpha / beta): -0.0442 / -0.0443 Ha.

[3]
ORCA calculation (ωB97M-V with the def2-TZVPD basis set) on 3 unconnected molecules or ions with the total composition C25H37BF5N4O5S2 at a distorted geometry.

Each line ends with the Mulliken charge.
Geometry (Å):
C1 6.030 -1.601 1.190  -0.784
C2 4.735 -1.276 0.728  -0.147
C3 4.460 -1.097 -0.824  -1.218
N1 3.041 -0.845 -1.149  0.213
C4 2.308 -1.900 -1.665  0.436
C5 2.852 -3.346 -1.862  -1.629
C6 0.889 -1.738 -2.099  0.041
B1 0.001 -2.914 -2.768  1.149
N2 0.250 -3.233 -4.192  -0.561
O1 -0.965 -3.641 -2.054  -0.649
C7 0.267 -0.426 -1.945  0.277
C8 -1.212 -0.261 -2.401  -0.771
O2 -2.181 -0.407 -1.723  -0.282
O3 -1.392 0.047 -3.773  -0.467
C9 1.071 0.676 -1.317  0.577
C10 0.298 2.017 -1.199  -0.438
C11 -0.726 2.186 -0.009  -1.146
C12 -1.221 0.917 0.763  0.315
S1 -3.063 1.125 1.031  -0.114
C13 -3.833 -0.523 0.964  -0.078
S2 -5.127 -0.688 -0.054  -0.115
N3 -3.368 -1.626 1.769  0.254
C14 -3.069 -2.901 1.299  -0.193
C15 -2.693 -3.557 2.558  -0.609
N4 -2.795 -2.637 3.615  -0.641
C16 -3.221 -1.427 3.150  0.049
C17 2.478 0.428 -0.933  -0.254
C18 3.213 1.646 -0.312  1.315
F1 4.531 1.523 0.052  -0.230
F2 3.247 2.629 -1.312  -0.306
C19 2.529 2.226 1.035  0.605
F3 1.605 1.354 1.551  -0.158
F4 3.475 2.356 2.033  -0.291
F5 2.046 3.491 0.862  -0.240
H1 6.792 -0.784 1.246  0.290
H2 6.233 -2.660 1.489  0.267
H3 3.884 -1.090 1.450  0.367
H4 5.044 -0.228 -1.271  0.540
H5 4.927 -1.976 -1.319  0.645
H6 3.018 -3.489 -2.965  0.340
H7 2.122 -4.139 -1.516  0.364
H8 3.777 -3.574 -1.260  0.445
H9 -0.629 -3.213 -4.721  0.213
H10 0.676 -4.158 -4.284  0.229
H11 -0.781 -3.571 -1.093  0.331
H12 -1.802 -0.771 -4.130  0.417
H13 -0.307 2.111 -2.151  -0.283
H14 0.939 2.942 -1.215  0.678
H15 -0.312 2.910 0.751  0.405
H16 -1.636 2.716 -0.425  0.579
H17 -0.788 0.953 1.806  -0.158
H18 -0.962 -0.086 0.354  0.196
H19 -3.113 -3.294 0.259  0.570
H20 -2.385 -4.622 2.654  0.369
H21 -3.405 -0.477 3.700  0.369
C20 -4.054 2.685 -3.128  -0.881
C21 -3.174 3.830 -3.605  0.267
C22 -3.295 4.035 -5.106  -1.323
O4 -1.810 3.554 -3.270  -0.495
H22 -3.760 1.744 -3.603  0.147
H23 -3.949 2.541 -2.049  0.159
H24 -5.105 2.875 -3.353  0.472
H25 -3.453 4.749 -3.085  0.329
H26 -2.976 3.139 -5.648  0.310
H27 -2.650 4.852 -5.435  0.317
H28 -4.324 4.266 -5.390  0.408
H29 -1.554 2.742 -3.728  0.260
C23 0.885 0.843 6.511  -1.301
C24 -0.187 0.010 5.826  0.374
C25 0.338 -1.365 5.445  -0.986
O5 -0.640 0.689 4.653  -0.414
H30 1.740 1.001 5.845  0.294
H31 0.498 1.830 6.769  0.326
H32 1.240 0.357 7.423  0.397
H33 -1.048 -0.097 6.490  0.314
H34 1.174 -1.281 4.743  0.188
H35 -0.440 -1.947 4.945  0.180
H36 0.676 -1.917 6.325  0.405
H37 0.113 0.789 4.059  0.169

As for the net charge: +1. The calculation puts the highest occupied orbital energy at -10.7 eV. As for the LUMO energy: -0.1803 Ha.